Record 1
Entry from OMol25: a molecular structure, C28H38N3O2 (ωB97M-V/def2-TZVPD).

Summary:
ΔE to the lowest compared entry with this formula, charge and spin   40.7 kcal/mol
Net charge   +1

Structure (XYZ):
```
71
C28H38N3O2 ωB97M-V/def2-TZVPD
C 5.97 0.85 2.66
N 4.54 0.61 2.57
C 3.65 1.46 1.99
C 2.34 0.99 2.21
C 1.14 1.75 1.85
C -0.20 1.10 2.10
C -0.52 -0.20 1.69
C -1.72 -0.80 2.07
C -2.67 -0.05 2.82
N -3.86 -0.61 3.19
C -4.30 -1.86 2.61
C -3.14 -2.84 2.49
C -1.98 -2.23 1.73
C -4.93 0.21 3.73
C -4.40 1.26 4.69
C -3.28 2.08 4.06
C -2.36 1.28 3.21
C -1.15 1.83 2.82
C 2.46 -0.20 3.04
C 1.60 -1.00 3.78
C 2.11 -2.10 4.49
C 3.49 -2.34 4.57
C 4.39 -1.47 3.94
C 3.86 -0.44 3.18
H 6.46 -0.04 3.07
H 6.38 1.06 1.66
H 6.19 1.72 3.31
H 3.97 2.36 1.49
H 1.15 2.67 2.47
H 0.22 -0.77 1.10
H -5.09 -2.26 3.26
H -4.75 -1.68 1.62
H -2.83 -3.13 3.50
H -3.50 -3.73 1.98
H -2.16 -2.30 0.65
H -1.07 -2.82 1.93
H -5.48 0.71 2.90
H -5.63 -0.46 4.24
H -5.22 1.92 4.97
H -4.02 0.77 5.59
H -3.71 2.88 3.43
H -2.70 2.58 4.84
H -0.91 2.86 3.12
H 0.53 -0.76 3.81
H 1.41 -2.77 5.00
H 3.86 -3.19 5.14
H 5.47 -1.58 4.02
C 3.00 2.99 -5.04
O 2.70 2.86 -3.66
C 3.16 1.65 -3.07
C 2.96 1.86 -1.58
N 1.55 2.03 -1.36
C 1.10 2.91 -0.43
C -0.33 3.35 -0.65
O -1.00 2.32 -1.36
C -2.31 2.72 -1.76
H 2.73 4.02 -5.30
H 4.06 2.84 -5.28
H 2.41 2.30 -5.65
H 2.54 0.80 -3.41
H 4.24 1.46 -3.28
H 3.34 1.01 -1.01
H 3.51 2.75 -1.25
H 0.93 1.75 -2.12
H 1.17 2.19 0.70
H 1.77 3.77 -0.30
H -0.81 3.52 0.33
H -0.31 4.28 -1.24
H -2.70 1.94 -2.41
H -3.00 2.83 -0.90
H -2.31 3.68 -2.30
```

Record 2
Entry from OMol25: 4 unconnected molecules or ions with the total composition C13H39BO14P4S (ωB97M-V/def2-TZVPD).

Summary:
Energy   -91436.4460 eV
Net charge   0
SMILES   CCCCBP(O)(O)=S.COP(=O)(OC)OC.COP(=O)(OC)OC.COP(=O)(OC)OC

Structure (XYZ):
```
72
C13H39BO14P4S ωB97M-V/def2-TZVPD
C 5.79 0.11 -0.48
C 4.93 1.35 0.24
C 4.64 2.60 -0.79
C 3.50 3.66 -0.29
B 2.01 3.02 0.01
P 1.19 1.54 -0.89
O 0.66 0.43 0.39
O 2.25 0.62 -1.93
S -0.46 2.14 -1.80
H 5.33 -0.90 -0.08
H 5.59 0.12 -1.64
H 6.92 0.14 -0.19
H 3.98 0.85 0.70
H 5.56 1.80 1.14
H 4.44 2.23 -1.90
H 5.66 3.21 -0.85
H 3.88 4.13 0.73
H 3.35 4.57 -1.04
H 1.39 3.52 0.90
H 1.15 -0.44 0.20
H 2.65 1.21 -2.63
C 2.70 2.89 6.16
O 2.02 2.01 5.29
P 2.06 0.34 5.73
O 3.60 0.35 5.71
O 1.54 -0.12 4.23
C 1.15 0.81 3.23
O 2.10 -1.33 6.18
C 0.89 -2.05 6.03
H 2.41 3.92 5.92
H 2.43 2.68 7.20
H 3.78 2.80 6.03
H 2.01 1.40 2.91
H 0.34 1.45 3.59
H 0.78 0.24 2.37
H 0.71 -2.30 4.99
H 0.05 -1.47 6.44
H 0.98 -2.99 6.60
C -6.17 -3.30 2.22
O -5.07 -2.45 2.51
P -3.67 -2.68 1.53
O -3.58 -4.15 1.96
O -2.74 -1.80 2.57
C -3.27 -1.12 3.69
O -2.27 -2.91 0.54
C -1.61 -1.74 0.09
H -7.06 -2.91 2.73
H -6.36 -3.32 1.14
H -5.98 -4.31 2.60
H -3.66 -1.83 4.42
H -4.04 -0.40 3.38
H -2.46 -0.56 4.16
H -1.02 -1.30 0.89
H -2.34 -1.02 -0.28
H -0.94 -2.02 -0.72
C -1.48 -0.03 -4.04
O -1.53 -0.53 -5.37
P -2.89 -0.02 -6.31
O -3.85 -0.61 -5.27
O -2.60 -1.19 -7.44
C -1.47 -2.03 -7.41
O -4.25 0.50 -7.24
C -3.99 0.86 -8.59
H -0.48 -0.22 -3.64
H -1.67 1.04 -4.04
H -2.21 -0.55 -3.41
H -1.50 -2.69 -6.54
H -0.54 -1.44 -7.42
H -1.48 -2.65 -8.31
H -3.85 -0.03 -9.21
H -3.10 1.50 -8.64
H -4.85 1.42 -8.97
```

Record 3
Entry from OMol25: a molecular structure, C6H4InN5O5 (ωB97M-V/def2-TZVPD).

Summary:
Energy   -29122.0642 eV
Net charge   +2

Structure (XYZ):
```
21
C6H4InN5O5 ωB97M-V/def2-TZVPD
O -3.64 -0.61 -1.00
C -2.68 0.03 -0.61
In -0.56 -0.12 -0.37
O -3.88 2.16 0.27
C -2.83 1.75 -0.03
C 1.56 -1.50 -0.20
O 2.67 -1.40 0.05
C 0.16 0.73 -2.78
O 0.69 1.24 -3.65
C -0.33 -0.46 2.28
O -0.13 -0.60 3.40
H 0.73 -2.21 -0.54
N 3.30 1.70 2.92
N 2.40 1.78 1.85
N 2.09 2.94 1.20
C 0.99 2.57 0.53
N 0.65 1.30 0.77
N 1.53 0.78 1.64
H 3.72 0.78 2.92
H 3.95 2.48 2.85
H 0.42 3.22 -0.11
```

Record 4
Entry from OMol25: a molecular structure, C4H3O2S (ωB97M-V/def2-TZVPD).

Summary:
ΔE to the lowest compared entry with this formula, charge and spin   35.8 kcal/mol
Net charge   -1

Structure (XYZ):
```
10
C4H3O2S ωB97M-V/def2-TZVPD
C -0.57 0.09 -0.09
C 0.41 1.05 -0.13
C 0.15 -1.09 -0.14
C 1.40 -0.16 -0.23
O 0.60 2.25 -0.09
O 0.04 -2.30 -0.11
S -3.07 0.13 0.05
H 1.92 -0.22 -1.19
H 2.09 -0.25 0.61
H -2.97 0.48 1.33
```

Record 5
Entry from OMol25: a molecular structure, C22H10Cl3F5FeNO2 (ωB97M-V/def2-TZVPD).

Summary:
Energy   -114101.4783 eV
Net charge   0
Multiplicity   2
<S²>   0.964

Structure (XYZ):
```
44
C22H10Cl3F5FeNO2 ωB97M-V/def2-TZVPD
Fe -0.04 0.00 0.39
Cl 0.78 -3.30 3.94
C -0.72 -2.72 3.31
C -1.92 -3.23 3.83
C -3.14 -2.80 3.39
Cl -4.60 -3.45 4.07
C -3.23 -1.83 2.36
C -4.42 -1.30 1.82
C -4.36 -0.36 0.83
C -3.11 0.06 0.34
N -1.98 -0.42 0.82
C -2.01 -1.34 1.84
C -0.72 -1.76 2.32
O 0.33 -1.20 1.81
H -1.87 -3.98 4.62
H -5.37 -1.65 2.20
H -5.26 0.06 0.40
H -3.03 0.78 -0.46
Cl 4.50 0.31 -4.09
C 3.07 -0.24 -3.30
C 1.85 0.36 -3.61
C 0.71 -0.07 -2.98
C 0.75 -1.10 -2.01
C -0.41 -1.49 -1.31
C 2.01 -1.70 -1.74
C 3.15 -1.28 -2.37
H 1.82 1.15 -4.35
H -0.24 0.39 -3.22
H -0.41 -2.39 -0.70
H -1.37 -1.16 -1.69
H 2.06 -2.48 -0.99
H 4.11 -1.72 -2.15
F 2.03 6.03 -0.69
C 1.97 4.71 -0.49
C 0.76 4.05 -0.48
F -0.38 4.71 -0.69
C 0.74 2.69 -0.26
F -0.45 1.98 -0.29
C 1.87 1.92 -0.04
O 1.77 0.63 0.12
C 3.09 2.61 -0.07
F 4.23 1.94 0.11
C 3.14 3.97 -0.28
F 4.31 4.60 -0.30
```

Record 6
Entry from OMol25: 2 unconnected molecules or ions with the total composition C11H14N2O (ωB97M-V/def2-TZVPD).

Summary:
ΔE to the lowest compared entry with this formula, charge and spin   52.4 kcal/mol
Net charge   0
SMILES   Cc1ccc(O)cc1.Cc1c[nH]cn1

Structure (XYZ):
```
28
C11H14N2O ωB97M-V/def2-TZVPD
C 3.64 1.26 3.05
C 2.50 0.39 2.53
C 1.98 0.54 1.24
C 0.79 -0.08 0.91
C 0.11 -0.91 1.84
O -1.15 -1.26 1.47
C 0.71 -1.21 3.09
C 1.95 -0.58 3.35
H 3.40 2.12 3.67
H 4.47 1.31 2.33
H 4.17 0.68 3.81
H 2.42 1.09 0.40
H 0.44 -0.22 -0.10
H -1.38 -1.01 0.56
H 0.24 -1.90 3.77
H 2.48 -1.02 4.19
C -2.22 -1.82 -3.32
C -2.44 -0.37 -2.88
C -2.85 0.66 -3.67
N -2.30 1.80 -3.08
C -1.54 1.36 -2.01
N -1.71 0.08 -1.79
H -3.09 -2.42 -3.06
H -1.34 -2.21 -2.80
H -2.10 -1.86 -4.41
H -3.54 0.77 -4.48
H -2.70 2.72 -3.16
H -0.96 2.09 -1.46
```

Result set for F_max: 3.1, 10.4, 8.9, 4.0, 2.9, 2.6 eV Å⁻¹, one per record in the order listed.